No. 1
A molecular structure, C19H35I2MgN2OSSb. Source: the OMol25 dataset; level of theory: ωB97M-V/def2-TZVPD.

Its LUMO energy is -7.179 eV. The net charge is +2. Its calculated total energy is -2363.22440 Ha. The frontier orbital gap comes out at 7.2 eV.

Each line ends with the natural charge from an NBO analysis.
Element x y z (Å)
I1 0.808 -1.100 2.959  -0.06
I2 2.170 -0.353 5.103  0.14
Sb1 -0.412 -2.002 -0.860  0.84
S1 3.534 0.317 -0.921  -0.47
Mg1 1.393 -0.166 0.087  1.53
O1 0.219 1.364 -0.010  -0.82
N1 3.046 0.656 -3.556  -0.55
N2 3.098 -1.505 -2.834  -0.58
C1 0.856 2.960 3.952  -0.25
C2 -1.915 -2.309 0.631  -0.71
C3 3.186 -0.196 -2.560  0.38
C4 -0.434 2.542 1.973  -0.20
C5 3.040 2.127 -3.489  -0.42
C6 3.016 -2.054 -4.188  -0.45
C7 -0.606 2.046 0.648  0.46
C8 -3.336 -2.530 0.104  -0.63
C9 -0.308 3.245 4.665  0.12
C10 -1.533 3.233 3.998  -0.24
C11 0.829 2.609 2.620  0.08
C12 -1.162 -4.922 -1.458  -0.63
C13 -2.308 -2.010 -3.296  -0.63
C14 2.160 2.409 1.932  -0.66
C15 -0.244 3.589 6.126  -0.65
C16 -0.001 -3.935 -1.610  -0.71
C17 -2.984 2.941 1.994  -0.66
C18 -1.624 2.908 2.662  0.10
C19 -1.486 -1.054 -2.430  -0.71
H1 0.276 -3.789 -2.655  0.23
H2 0.780 3.615 6.494  0.23
H3 -3.739 3.266 2.706  0.25
H4 2.916 3.029 2.409  0.25
H5 3.826 2.515 -4.132  0.23
H6 -0.868 -5.901 -1.838  0.24
H7 -0.744 -0.516 -3.020  0.22
H8 -0.705 4.560 6.314  0.25
H9 -2.044 -4.609 -2.015  0.22
H10 2.521 1.378 2.052  0.20
H11 2.146 2.653 0.875  0.23
H12 -2.109 -0.300 -1.947  0.23
H13 -1.686 -2.773 -3.768  0.21
H14 -1.448 -5.055 -0.413  0.21
H15 -1.877 -1.429 1.277  0.22
H16 2.974 0.262 -4.482  0.42
H17 3.486 -2.094 -2.114  0.43
H18 -1.556 2.248 0.155  0.17
H19 3.223 2.443 -2.469  0.24
H20 -4.035 -2.637 0.936  0.24
H21 -3.681 -1.691 -0.502  0.21
H22 3.898 -1.804 -4.782  0.22
H23 -3.291 1.961 1.624  0.22
H24 0.887 -4.279 -1.083  0.24
H25 2.077 2.504 -3.825  0.22
H26 2.951 -3.135 -4.110  0.25
H27 -2.435 3.498 4.542  0.23
H28 1.814 3.041 4.453  0.23
H29 -1.569 -3.156 1.229  0.24
H30 -0.803 2.854 6.710  0.25
H31 -3.006 3.641 1.156  0.24
H32 -2.805 -1.459 -4.097  0.24
H33 2.119 -1.702 -4.697  0.21
H34 -3.083 -2.519 -2.724  0.22
H35 -3.412 -3.433 -0.500  0.22

No. 2
A molecular structure, C45H48CrN3O5SSb2Se2. Source: the OMol25 dataset; level of theory: ωB97M-V/def2-TZVPD.

Its LUMO energy (alpha / beta) is -6.341 / -5.847 eV. The net charge is +2. As for the spin multiplicity: 4. Its calculated total energy is -9009.48819 Ha. The expectation value of S² is 3.860. The frontier orbital gap (alpha / beta) comes out at 6.3 / 6.8 eV.

Each line ends with the Löwdin charge.
Element x y z (Å)
Sb1 -2.299 1.007 0.564  1.55
Sb2 0.793 2.349 0.559  1.55
Se1 2.137 -3.903 1.668  0.98
Se2 0.667 -0.359 3.165  1.02
Cr1 0.084 -0.334 0.662  0.30
S1 -2.305 -2.725 1.670  0.66
O1 5.777 -3.905 -4.846  -0.01
O2 -3.078 -1.636 2.212  -0.30
O3 -0.569 -1.253 -1.159  -0.08
O4 -1.887 -3.754 2.569  -0.26
O5 2.817 -4.031 -1.970  0.07
N1 -0.998 -2.073 0.843  -0.14
N2 4.749 -3.251 -2.858  0.11
N3 2.013 -0.771 0.231  -0.05
C1 4.583 -0.568 0.714  -0.14
C2 3.716 -3.207 -2.005  -0.46
C3 -6.673 1.300 0.548  -0.06
C4 -3.908 -4.030 -2.307  -0.03
C5 -4.374 0.691 0.218  -0.35
C6 0.673 3.876 -0.916  -0.36
C7 -0.053 5.037 -0.688  -0.12
C8 -3.058 -3.378 0.211  -0.20
C9 -2.391 2.615 2.009  -0.32
C10 -3.023 3.870 -2.674  -0.06
C11 4.972 -4.353 -3.801  -0.22
C12 4.733 -1.572 -0.374  0.07
C13 -0.003 6.070 -1.616  -0.06
C14 1.478 4.772 -2.995  -0.06
C15 -6.101 -0.388 -1.063  -0.06
C16 1.896 -1.820 3.663  -0.45
C17 -2.360 -2.917 -0.899  -0.15
C18 1.263 -5.632 1.765  -0.36
C19 -1.186 2.724 2.940  -0.36
C20 5.634 1.685 1.477  -0.03
C21 -1.467 2.281 -3.582  -0.07
C22 1.491 -3.256 3.395  -0.52
C23 3.508 1.251 0.153  -0.24
C24 -7.061 0.373 -0.407  -0.06
C25 0.765 5.941 -2.764  -0.06
C26 3.127 -0.064 0.855  -0.28
C27 1.429 3.736 -2.075  -0.13
C28 3.588 3.025 1.840  -0.08
C29 5.005 0.900 0.361  -0.16
C30 0.078 3.332 2.335  -0.31
C31 -4.184 -4.161 0.101  0.00
C32 -2.264 3.405 -3.740  -0.06
C33 -2.986 3.211 -1.455  -0.12
C34 -0.758 -0.882 4.376  -0.28
C35 -4.759 -0.229 -0.751  -0.12
C36 -4.603 -4.481 -1.188  -0.02
C37 4.995 2.666 2.114  -0.05
C38 -1.245 -2.069 -0.467  -0.52
C39 -2.166 2.098 -1.280  -0.39
C40 2.897 2.406 0.887  -0.31
C41 3.674 -2.053 -1.030  -0.09
C42 -1.409 1.634 -2.352  -0.15
C43 -2.774 -3.237 -2.178  0.02
C44 2.314 -1.649 -0.661  -0.08
C45 -5.329 1.461 0.866  -0.11
H1 -0.294 -0.974 5.353  0.05
H2 -4.020 -0.801 -1.296  0.09
H3 5.509 3.226 2.886  0.11
H4 1.955 -3.888 4.151  0.08
H5 5.735 -1.939 -0.582  0.14
H6 1.688 -6.217 2.576  0.03
H7 5.041 -0.953 1.629  0.16
H8 0.416 -3.412 3.441  0.04
H9 1.445 -6.132 0.819  0.03
H10 2.076 4.669 -3.892  0.11
H11 -7.417 1.905 1.052  0.12
H12 2.889 0.146 1.893  0.09
H13 6.664 1.452 1.724  0.12
H14 -4.253 -4.309 -3.295  0.12
H15 -0.949 1.743 3.341  0.02
H16 -1.473 3.334 3.800  0.13
H17 -2.230 -2.884 -3.045  0.14
H18 -2.558 3.539 1.451  0.07
H19 -1.509 -0.099 4.390  0.04
H20 -0.890 1.900 -4.416  0.11
H21 -8.110 0.251 -0.646  0.12
H22 -0.779 0.764 -2.256  0.07
H23 -3.611 3.564 -0.640  0.10
H24 -0.063 4.383 2.092  0.06
H25 5.481 -2.560 -2.823  0.14
H26 5.249 -3.459 -5.515  0.10
H27 2.000 -1.650 4.732  0.08
H28 2.850 -1.576 3.197  0.05
H29 -4.718 -4.514 0.974  0.14
H30 3.997 -4.721 -4.115  0.13
H31 -6.397 -1.099 -1.825  0.11
H32 -0.656 5.156 0.205  0.09
H33 -1.211 -1.818 4.076  0.01
H34 -5.487 -5.092 -1.320  0.12
H35 -3.285 2.404 2.595  0.06
H36 -2.298 3.914 -4.696  0.12
H37 -5.052 2.194 1.614  0.09
H38 1.990 2.828 -2.267  0.10
H39 0.809 6.753 -3.478  0.12
H40 1.510 -2.133 -1.197  0.12
H41 0.196 -5.488 1.920  0.02
H42 5.509 -5.159 -3.307  0.14
H43 5.626 0.974 -0.534  0.16
H44 3.138 3.798 2.453  0.11
H45 -3.657 4.741 -2.797  0.12
H46 -0.561 6.980 -1.432  0.12
H47 3.221 1.233 -0.902  0.14
H48 0.898 3.252 3.046  0.06

No. 3
2 unconnected molecules or ions with the total composition C3H7FNO. Source: the OMol25 dataset; level of theory: ωB97M-V/def2-TZVPD.

Its LUMO energy is -5.003 eV. The net charge is +1. Its calculated total energy is -347.99920 Ha. The frontier orbital gap comes out at 9.0 eV.

Each line ends with the natural charge from an NBO analysis.
Element x y z (Å)
F1 2.029 -0.896 -1.318  -0.35
O1 3.349 -0.369 0.284  -0.67
N1 -1.080 -0.289 -0.353  -0.41
C1 2.209 -0.049 -0.288  0.50
C2 -1.805 -0.157 0.894  -0.44
C3 -0.658 0.780 -0.915  0.15
H1 -1.511 -1.091 1.438  0.24
H2 -1.535 0.830 1.414  0.24
H3 -0.291 0.731 -1.989  0.25
H4 -0.694 1.684 -0.342  0.22
H5 -0.841 -1.161 -0.852  0.46
H6 -2.846 -0.112 0.859  0.25
H7 3.672 0.099 1.168  0.56

No. 4
2 unconnected molecules or ions with the total composition C4H11NO2. Source: the OMol25 dataset; level of theory: ωB97M-V/def2-TZVPD.

Its LUMO energy is 0.849 eV. Its SMILES is CN[C@H](C)C=O.O. Its calculated total energy is -364.14916 Ha. The frontier orbital gap comes out at 10.0 eV.

Each line ends with the natural charge from an NBO analysis.
Element x y z (Å)
O1 4.246 -3.647 -1.511  -0.97
O2 0.830 -1.226 -0.751  -0.51
N1 -1.683 1.079 -0.297  -0.62
C1 0.783 1.154 0.422  -0.65
C2 -0.603 0.314 0.344  -0.15
C3 -2.612 1.656 0.742  -0.43
C4 -0.234 -1.058 -0.279  0.45
H1 0.733 2.124 0.912  0.21
H2 -3.463 2.022 0.089  0.22
H3 -2.898 0.863 1.516  0.20
H4 3.305 -3.282 -1.332  0.49
H5 -0.960 0.110 1.406  0.19
H6 -1.015 1.826 -0.560  0.36
H7 -1.086 -1.754 -0.358  0.11
H8 1.237 0.327 1.155  0.23
H9 -2.042 2.497 1.333  0.18
H10 4.311 -4.288 -2.248  0.48
H11 1.152 1.284 -0.584  0.22

No. 5
3 unconnected molecules or ions with the total composition C5H13NS. Source: the OMol25 dataset; level of theory: ωB97M-V/def2-TZVPD.

Its LUMO energy is -4.019 eV. Its calculated total energy is -650.91250 Ha. The frontier orbital gap comes out at 2.2 eV.

Each line ends with the natural charge from an NBO analysis.
Element x y z (Å)
S1 -1.253 3.141 4.273  0.05
N1 -1.425 -1.032 -0.398  -0.27
C1 0.426 3.425 4.618  -0.52
C2 -0.374 -1.188 -2.941  -0.63
C3 0.896 -1.984 -2.506  -0.40
C4 1.703 -1.200 -1.522  -0.62
C5 -1.976 -0.398 0.527  -0.19
H1 1.168 2.654 4.554  0.19
H2 -1.574 3.771 5.470  0.16
H3 2.103 -0.237 -1.854  0.20
H4 -2.655 0.457 0.380  0.20
H5 -0.785 -0.890 -1.909  0.25
H6 1.533 -2.215 -3.378  0.19
H7 0.594 -2.985 -2.187  0.20
H8 1.021 -1.071 -0.681  0.21
H9 2.545 -1.744 -0.996  0.20
H10 0.721 4.374 4.186  0.19
H11 -1.566 -0.581 1.534  0.20
H12 -1.017 -1.889 -3.491  0.20
H13 -0.087 -0.408 -3.680  0.19